No. 1
The following is a quantum chemistry calculation of 2 unconnected molecules or ions with the total composition C3H9O2 at a distorted geometry, from the OMol25 dataset.

Structure (XYZ):
```
14
Properties=species:S:1:pos:R:3:forces:R:3
H 0.017 0.732 0.651 0.1338 1.1705 0.4318
H 0.241 -1.706 -1.113 0.2434 0.5733 -0.2087
C -0.474 -0.102 0.187 -1.5876 -3.0627 -0.3956
H -2.065 0.537 1.947 0.3896 -2.2200 -0.2767
C 0.693 -0.840 -0.589 -0.8815 -2.1611 3.8550
H 1.155 0.427 -2.177 0.3688 0.1713 -0.6856
H -2.050 1.938 1.718 -0.2093 0.5638 0.1193
C 1.689 -0.034 -1.358 -0.1749 -2.4694 -0.6209
O -2.492 1.321 2.307 -0.1352 1.2684 0.0748
H 2.440 -0.857 -1.652 -0.5397 1.9767 -0.1128
H 2.057 0.716 -0.710 0.9412 0.8063 0.4929
H -1.183 0.152 -0.626 0.1810 0.9886 -0.0076
O -1.250 -0.913 1.100 1.7950 1.6297 -1.1626
H 1.222 -1.370 0.315 -0.5246 0.7646 -1.5034
```
Positions in Å, forces in eV/Å.

## Properties
Energy above the lowest of the compared OMol25 structures with the same formula, charge and spin (kcal per mole): 20.1
Net charge: -1
E_HOMO (eV): -2.67
E_LUMO (Eh): 0.153
2S+1: 1

Mulliken population analysis, charges in e, atoms 1 to 2: number 1, H, carries 0.22; number 2, H, carries 0.34

***

No. 2
The following is a quantum chemistry calculation of 2 unconnected molecules or ions with the total composition CH3NOS at a distorted geometry, from the OMol25 dataset.

Structure (XYZ):
```
7
Properties=species:S:1:pos:R:3:forces:R:3
O 0.006 0.641 -1.394 3.0553 0.1547 -1.8881
H -1.236 -0.899 -0.280 0.3137 -0.0882 -0.1799
C 0.307 -1.000 1.470 1.4958 1.4452 0.4419
H 1.342 0.810 1.716 1.2362 2.7789 0.2241
H 0.052 0.238 -2.301 0.5331 0.2943 0.3839
S -1.502 0.291 -0.851 -4.0368 -0.3020 1.4991
N 1.030 -0.081 1.640 -2.5972 -4.2829 -0.4810
```
Positions in Å, forces in eV/Å.

## Properties
Energy above the lowest of the compared OMol25 structures with the same formula, charge and spin (kcal per mole): 83.7
Net charge: 0
E_HOMO (alpha / beta) (eV): -5.44 / -10.93
E_LUMO (alpha / beta) (Eh): 0.039 / -0.090
2S+1: 3

Mulliken population analysis, charges in e, atoms 1 to 2: number 1, O, carries -0.35; number 2, H, carries 0.21

***

No. 3
The following is a quantum chemistry calculation of a molecular structure, C25H23N10O7PS5Ti, from the OMol25 dataset.

Structure (XYZ):
```
72
Properties=species:S:1:pos:R:3:forces:R:3
C 2.559 0.381 1.664 0.0091 0.0854 0.0625
C 2.116 3.582 5.601 -0.0012 0.0222 -0.0001
H 1.612 1.980 4.278 -0.0253 -0.0298 -0.0574
H 5.963 -0.348 -0.051 0.0055 -0.0049 -0.0023
H 1.204 -5.054 -3.307 0.0064 -0.0062 0.0013
H 2.137 0.628 2.623 -0.0145 -0.0218 -0.0031
H 2.613 4.989 7.147 -0.0039 -0.0013 -0.0014
C 1.808 2.267 5.297 -0.0484 -0.0131 0.0307
H 2.646 3.087 -2.744 -0.0354 0.0088 -0.0038
O -3.406 -2.192 1.119 0.0108 0.0307 -0.0025
C 1.635 -4.093 -3.038 0.0362 -0.0068 -0.0154
C 2.352 2.229 -2.143 0.0612 0.0842 0.0503
C -0.464 0.914 -3.929 -0.0438 0.0460 0.0150
C 5.119 -0.394 -0.734 0.0207 -0.0098 -0.0112
C 1.745 1.307 6.307 -0.0169 -0.0136 0.0140
C -0.803 2.650 1.376 0.1376 0.1713 -0.0830
C 3.870 0.332 1.306 0.0293 0.0063 -0.0136
H -0.683 -5.020 -1.782 0.0041 0.0007 0.0062
Ti -0.384 -0.189 0.551 -0.1122 -0.4157 0.4782
O -1.507 5.556 0.921 0.0093 -0.0265 -0.0094
C 2.338 2.999 7.907 -0.0038 -0.0109 0.0178
H 4.768 0.553 1.856 -0.0131 0.0058 0.0028
H -1.713 3.217 4.453 0.0016 0.0044 -0.0045
N 1.356 1.460 -2.852 0.0211 -0.0680 -0.1935
C -1.296 3.598 2.289 0.0163 -0.0512 0.1245
S 0.374 -0.926 8.350 -0.0105 -0.0101 -0.0643
C 2.378 3.960 6.910 0.0031 0.0056 -0.0105
H 1.688 -3.469 -3.928 -0.0076 0.0033 0.0001
S -2.799 -0.923 1.439 -0.0955 -0.1254 0.0787
N -0.930 1.660 3.250 0.0526 -0.0275 0.0083
C 0.914 -2.243 -1.510 0.0762 -0.0391 0.0070
H 1.992 0.940 8.403 0.0158 0.0372 -0.0279
O -1.345 -1.170 1.961 -0.0427 0.1623 -0.1983
H -1.775 -3.149 -0.055 0.0052 -0.0040 -0.0026
H 0.196 3.038 -3.712 -0.0019 -0.0105 0.0210
H -1.383 0.918 -4.490 0.0113 0.0017 -0.0124
C -1.372 2.899 3.483 -0.0178 0.0238 -0.0049
C 1.408 -1.642 4.404 0.0331 -0.0497 -0.2397
O -0.534 3.701 -0.733 0.0005 0.0347 -0.0812
S 0.749 -2.435 5.820 -0.0145 0.0132 0.0895
N 0.064 -0.244 -3.429 0.0654 -0.1372 0.0174
H -1.148 4.900 0.265 -0.0038 0.0177 0.0088
H 5.092 -1.377 -1.199 -0.0030 0.0042 -0.0102
H 2.142 4.316 4.805 0.0004 -0.0046 0.0036
N 1.798 -0.060 0.623 0.1594 0.0707 -0.1793
O -0.156 1.505 -0.536 -0.3225 -0.0109 0.0212
C 0.890 -0.987 6.761 -0.0985 -0.0820 0.1425
N 0.782 -3.478 -2.039 -0.0919 0.0080 0.0376
H -0.967 0.845 3.848 -0.0042 -0.0016 0.0162
C 0.310 1.978 -3.567 0.0488 0.0138 -0.0264
C -1.669 5.025 2.129 -0.0062 0.0202 -0.0200
H 3.235 1.615 -1.972 0.0039 0.0457 -0.0280
N 1.684 -0.385 4.633 0.0189 0.0249 0.0017
N -0.575 1.497 1.980 -0.1632 -0.0484 -0.0964
P 2.245 -1.101 -1.990 -0.1027 -0.1238 -0.0738
O -2.087 5.672 3.057 0.0144 -0.0024 0.0039
S -3.807 0.157 2.695 0.0718 -0.0258 -0.0564
O -2.427 -0.151 0.181 0.0288 0.0201 -0.0276
C -0.498 2.656 -0.086 0.0569 0.0088 0.1578
H 2.549 3.272 8.934 0.0063 0.0018 -0.0031
N -0.087 -1.996 -0.680 0.1131 0.2225 0.0214
C 1.141 0.120 -2.771 0.0980 0.2480 0.0767
H 2.638 -4.252 -2.645 0.0014 0.0039 -0.0023
C 2.626 -0.382 -0.362 0.0168 -0.1543 0.0526
N 1.420 -0.035 5.961 0.0248 0.0235 -0.0479
C -0.885 -3.106 -0.665 -0.0835 -0.0235 0.0130
H 1.960 2.572 -1.184 0.0424 -0.0313 -0.0546
N 3.908 -0.164 0.030 -0.0614 -0.0197 0.0465
C -0.357 -4.032 -1.512 0.0161 0.0193 -0.0097
H 5.248 0.363 -1.507 -0.0007 0.0033 -0.0126
S 1.621 -2.523 2.963 0.0394 0.0920 0.0589
C 2.027 1.678 7.618 0.0566 0.0152 0.0035
```
Positions in Å, forces in eV/Å.

## Properties
Energy above the lowest of the compared OMol25 structures with the same formula, charge and spin (kcal per mole): 14.9
Net charge: -1
E_HOMO (alpha / beta) (eV): -4.70 / -4.70
E_LUMO (alpha / beta) (Eh): 0.065 / 0.065
2S+1: 2

Mulliken population analysis, charges in e, atoms 1 to 2: number 1, C, carries -0.45; number 2, C, carries -0.81

***

No. 4
The following is a quantum chemistry calculation of C5H11NO2 in the gas phase at a distorted geometry, from the OMol25 dataset.

Structure (XYZ):
```
19
Properties=species:S:1:pos:R:3:forces:R:3
H 0.526 1.544 0.800 0.1822 -1.4046 0.6748
C 0.258 0.457 1.043 -1.0444 0.9746 -0.6853
H 1.340 -1.696 -0.531 0.0796 -0.4611 0.6249
H 0.893 0.605 -2.637 -0.0604 -0.1070 0.9284
H 2.281 0.243 -1.432 -0.2471 0.6581 -0.7856
H 1.056 -0.135 1.475 0.5030 0.0800 -0.3976
O -2.224 0.828 -0.194 0.6299 0.5717 -1.6234
H -1.374 0.148 -1.974 -0.0097 0.4283 0.7765
H -0.103 -1.543 -1.731 1.4396 -0.3762 1.2191
C 0.698 -1.048 -1.078 -3.5102 2.7360 -2.8860
H -1.644 -1.139 2.535 -0.4267 -0.2904 -0.3218
H -1.626 1.086 1.749 -0.9516 0.0702 0.5427
H 1.919 -0.757 -2.855 0.0776 0.1022 0.4199
C 1.457 -0.142 -2.058 1.8149 -1.2690 -0.1602
H -0.193 1.254 2.860 -0.8812 -0.1450 -0.0404
C -0.798 0.591 2.203 2.6375 0.0909 -0.1614
C -1.297 0.389 -0.873 -0.3864 -1.7075 1.4438
N -0.158 -0.105 -0.279 0.0295 -0.5317 0.7713
O -1.013 -0.580 2.977 0.1238 0.5803 -0.3398
```
Positions in Å, forces in eV/Å.

## Properties
Energy above the lowest of the compared OMol25 structures with the same formula, charge and spin (kcal per mole): 50.4
Net charge: 0
E_HOMO (eV): -9.01
E_LUMO (Eh): 0.030
SMILES: CCN(C=O)CCO
2S+1: 1

Mulliken population analysis, charges in e, atoms 1 to 2: number 1, H, carries 0.29; number 2, C, carries -0.51

***

No. 5
The following is a quantum chemistry calculation of C3H5N5 in the gas phase at a distorted geometry, from the OMol25 dataset.

Structure (XYZ):
```
13
Properties=species:S:1:pos:R:3:forces:R:3
H 0.260 -1.782 0.525 -2.0667 3.4701 -2.9706
N -2.723 -0.745 0.131 0.7356 -2.0678 -0.5107
C 0.083 1.432 0.108 1.5109 -2.7379 -0.0177
N 2.102 0.298 0.132 1.2083 -3.5082 -0.7099
H -1.991 1.810 -0.189 1.7649 -2.4241 -0.0004
C -1.496 -0.351 -0.156 -0.2112 0.0774 2.7086
N -1.199 1.063 -0.193 -3.9269 3.4954 -0.1930
H 3.567 -0.819 -0.218 3.2544 0.7926 0.0799
N -0.124 -0.827 -0.127 0.3261 -4.7770 2.5432
H 0.774 2.292 0.301 -1.9081 -0.1184 -0.5800
H -3.195 -1.815 0.325 3.0141 3.8521 -1.1192
N 2.617 -0.863 -0.114 -4.2991 1.3148 0.5567
C 0.726 0.224 0.123 0.5978 2.6309 0.2129
```
Positions in Å, forces in eV/Å.

## Properties
Energy above the lowest of the compared OMol25 structures with the same formula, charge and spin (kcal per mole): 108.5
Net charge: 0
E_HOMO (eV): -7.72
E_LUMO (Eh): 0.007
SMILES: [H]/N=c1/[nH]cc(/N=N/[H])[nH]1
2S+1: 1

Mulliken population analysis, charges in e, atoms 1 to 2: number 1, H, carries 0.36; number 2, N, carries -0.67

***

No. 6
The following is a quantum chemistry calculation of 2 unconnected molecules or ions with the total composition C19H24N5O8PS at a distorted geometry, from the OMol25 dataset.

Structure (XYZ):
```
58
Properties=species:S:1:pos:R:3:forces:R:3
C -3.296 0.625 5.072 0.0974 0.1065 -0.0163
H 1.117 5.123 6.916 -0.0646 0.1101 0.0356
P -2.696 -1.369 0.950 -2.2586 0.1312 -2.0592
C -1.870 1.083 5.261 -0.5151 -0.3188 1.0663
C 1.877 0.247 -6.517 -0.5296 -0.1696 0.4960
C 0.087 4.776 6.817 0.1042 -0.1373 -0.6079
H -0.755 -2.718 1.222 0.2047 -0.1347 0.0150
N 1.271 -0.851 -8.576 -1.7435 -1.2038 1.1329
H -3.766 0.529 6.050 0.0940 0.0099 -0.1181
O -3.853 -1.232 0.055 0.0725 -0.1300 -1.1647
C 1.012 -3.629 -0.759 -0.0840 0.3333 -0.3093
O -1.358 1.054 6.373 0.3202 0.0052 0.0605
H -0.357 -2.240 -8.409 0.2406 0.1925 -0.0905
H 1.442 -1.014 -9.558 0.0796 0.1364 0.1282
C 0.877 -0.050 -4.510 -0.4794 -0.8664 -0.2487
N 0.074 -1.355 -6.595 -0.1215 -0.3634 -1.1570
H -3.295 -0.342 4.575 -0.1108 -0.0666 -0.1017
C 1.816 -2.612 -3.229 -0.1534 -0.3096 0.6122
H 2.133 1.355 -3.392 0.2476 0.0645 -0.5257
C -1.421 -2.514 0.381 1.0206 -0.0915 0.0484
N -1.231 1.516 4.174 0.8044 0.5558 -0.8582
H 3.272 1.685 -5.757 -0.5559 -0.4459 0.0752
C 2.101 -4.198 -1.425 -0.1653 0.3566 -0.3109
O 0.605 4.353 4.079 0.1636 -0.3188 -0.0261
H -0.485 5.530 6.272 0.0908 0.0077 0.0608
O 2.979 0.577 -8.550 0.4955 0.3592 -0.3437
C 0.873 -0.447 -5.907 -0.3614 -0.2908 0.3361
O -3.355 -1.822 2.298 1.4012 -0.0603 1.4632
H -3.841 1.353 4.474 -0.1550 -0.0727 -0.1206
H -4.232 -1.437 2.147 -0.5020 -0.2746 0.3019
H -0.347 4.645 7.809 0.0523 -0.1515 -0.1737
C 2.502 -3.688 -2.660 -0.3037 0.1290 0.2017
H -1.735 1.512 3.301 0.0160 0.0940 0.0001
C 2.090 0.024 -7.924 2.1209 1.6507 -0.3114
H -1.934 0.281 0.138 0.2029 0.7086 0.0019
H 0.222 2.660 2.105 0.1112 0.2654 0.0776
H 1.797 2.172 2.760 -0.1636 -0.0731 -0.0363
C 0.168 1.981 4.162 0.0454 -0.1504 0.2908
O -2.048 0.084 1.084 0.8613 -0.2392 0.3816
H -0.359 0.531 1.905 0.2665 -0.0217 0.0022
C 0.318 3.385 4.779 -0.2888 1.0572 -0.7295
O -0.721 -1.892 -0.708 -0.7909 0.2129 0.5645
C 1.876 0.873 -4.331 -0.1174 -0.4734 -1.3723
H -0.249 2.677 6.574 0.0285 0.0593 -0.1105
H 2.635 -5.035 -0.984 -0.1475 0.1391 -0.0176
H 0.724 -4.044 0.199 -0.0924 0.1188 -0.0425
O 0.564 0.637 2.176 0.2398 -0.1032 0.0737
H -1.896 -3.444 0.061 -0.0939 0.0341 0.0599
S -0.185 -0.662 -3.252 -0.1813 0.1928 0.2297
H 0.762 1.298 4.770 -0.1512 -0.2195 0.0979
N 2.490 1.056 -5.566 0.4217 0.3157 -0.0772
C 0.276 -1.531 -7.881 0.3315 0.8188 2.0794
C 0.326 -2.535 -1.318 0.6755 -0.7890 0.0794
H 2.135 -2.252 -4.201 -0.1511 0.1126 0.1206
N 0.058 3.513 6.084 -0.2196 -0.6479 0.9885
C 0.734 1.929 2.734 -0.6627 -0.0373 0.1357
H 3.341 -4.131 -3.187 -0.1137 0.0732 0.0614
C 0.730 -2.022 -2.562 0.4678 -0.1899 -0.3492
```
Positions in Å, forces in eV/Å.

## Properties
Energy above the lowest of the compared OMol25 structures with the same formula, charge and spin (kcal per mole): 0.0
Net charge: 0
E_HOMO (eV): -8.28
E_LUMO (Eh): 0.012
SMILES: O=c1[nH]cnc2c(Sc3ccccc3OCP(=O)(O)O)c[nH]c12.CNC(=O)[C@H](CO)NC(C)=O
2S+1: 1

Mulliken population analysis, charges in e, atoms 1 to 2: number 1, C, carries -1.08; number 2, H, carries 0.28

***

> What is the net charge in the second record?

0